C13H32O17S4V2 | wB97M-V/def2-TZVPD

Element x y z (Å)
O: 17.908 -18.505 -2.591
V: 18.035 -16.936 -2.424
O: 20.648 -14.896 -5.122
V: 20.885 -16.163 -4.230
C: 20.286 -16.362 -1.518
O: 20.553 -17.157 -2.420
O: 19.417 -16.657 -0.736
O: 19.810 -15.558 -2.302
O: 21.934 -22.659 0.413
S: 20.750 -22.678 1.286
O: 20.766 -23.543 2.488
O: 20.453 -21.092 1.927
C: 20.687 -20.006 1.015
C: 20.509 -18.838 2.008
C: 19.230 -22.986 0.253
H: 19.830 -19.912 0.348
H: 21.606 -20.021 0.429
H: 19.538 -19.013 2.471
H: 20.572 -17.824 1.614
H: 21.227 -18.789 2.827
H: 18.395 -23.130 0.939
H: 19.352 -23.898 -0.331
H: 18.986 -22.090 -0.318
O: 24.610 -20.911 -1.050
S: 23.974 -20.421 -2.332
O: 24.602 -20.727 -3.668
O: 22.363 -20.729 -2.333
C: 21.588 -20.415 -3.499
C: 20.354 -21.252 -3.392
C: 23.833 -18.503 -2.310
H: 22.199 -20.658 -4.368
H: 21.590 -19.326 -3.543
H: 20.549 -22.186 -2.865
H: 19.953 -21.520 -4.370
H: 19.664 -20.779 -2.694
H: 24.823 -18.144 -2.592
H: 23.668 -18.244 -1.265
H: 23.086 -18.012 -2.933
O: 16.798 -14.765 -2.351
S: 16.555 -13.408 -1.873
O: 15.566 -12.555 -2.507
O: 16.395 -13.326 -0.191
C: 16.324 -11.997 0.328
C: 15.546 -12.058 1.538
C: 18.268 -12.646 -1.982
H: 15.758 -11.286 -0.274
H: 17.324 -11.628 0.558
H: 15.667 -11.238 2.247
H: 15.583 -13.028 2.033
H: 14.479 -12.015 1.324
H: 18.607 -12.490 -3.006
H: 19.005 -13.204 -1.405
H: 18.144 -11.600 -1.699
O: 16.686 -17.041 -0.522
S: 16.302 -16.921 0.906
O: 15.150 -16.089 1.232
O: 16.085 -18.460 1.525
C: 15.308 -18.611 2.718
C: 14.686 -20.042 2.772
C: 17.789 -16.508 1.980
H: 14.512 -17.870 2.652
H: 15.968 -18.511 3.580
H: 14.123 -20.183 1.849
H: 14.003 -20.169 3.613
H: 15.450 -20.817 2.715
H: 18.670 -17.106 1.748
H: 17.429 -16.618 3.003
H: 17.983 -15.515 1.575

Maximum force, eV/A: 15.041
Orbital gap, eV: 2.51
HOMO level, eV: -14.96
Lowest unoccupied orbital energy, Ha: -0.457
2S+1: 1
Total charge: +2
E_tot, a.u.: -5273.20108

---

C13H33Cl6N3O11S | wB97M-V/def2-TZVPD

Element x y z (Å)
N: -0.530 0.328 4.766
H: 0.466 0.493 4.794
H: -1.010 -0.501 5.087
H: -0.803 0.332 3.794
H: -1.074 1.093 5.138
N: -2.312 3.184 2.393
H: -1.890 3.907 1.828
H: -3.293 3.362 2.235
H: -2.112 3.065 3.376
H: -2.053 2.328 1.923
N: -3.011 -1.290 2.411
H: -2.932 -1.501 3.395
H: -3.937 -0.890 2.354
H: -3.037 -2.169 1.914
H: -2.308 -0.656 2.057
C: -0.231 0.231 0.918
O: -1.020 0.694 2.031
H: -0.506 0.684 -0.034
H: 0.821 0.497 0.815
H: -0.318 -0.839 0.729
C: 3.647 0.418 -1.614
Cl: 4.877 1.733 -1.619
Cl: 3.539 -0.202 0.051
Cl: 4.134 -0.913 -2.704
H: 2.689 0.791 -1.977
C: -2.038 2.437 -2.633
Cl: -2.186 4.243 -2.817
Cl: -2.618 1.774 -4.092
Cl: -2.968 2.013 -1.188
H: -0.983 2.195 -2.499
C: -0.673 -1.237 -2.276
C: -0.723 -1.783 -3.720
C: 0.591 -2.207 -4.252
O: 0.303 -3.516 -4.656
C: -0.866 -3.896 -4.226
O: -1.344 -5.003 -4.384
O: -1.472 -2.907 -3.680
H: 0.118 -0.497 -2.155
H: -0.339 -2.122 -1.734
H: -1.643 -0.886 -1.923
H: -1.156 -1.078 -4.430
H: 1.255 -2.277 -3.390
H: 0.936 -1.480 -4.987
C: 2.452 3.094 1.997
C: 1.891 4.075 0.893
C: 1.625 3.439 -0.492
O: 0.305 3.904 -0.658
C: -0.210 4.667 0.376
O: -1.403 4.973 0.479
O: 0.663 4.698 1.325
H: 1.876 2.255 2.389
H: 2.662 3.735 2.853
H: 3.327 2.629 1.542
H: 2.617 4.865 0.697
H: 1.609 2.357 -0.365
H: 2.407 3.776 -1.172
C: -0.013 -3.674 1.154
C: -0.103 -4.884 0.248
O: 1.024 -4.881 -0.462
S: 2.329 -4.058 0.134
O: 2.706 -3.096 -0.863
O: 3.322 -4.948 0.761
O: 1.377 -3.376 1.313
H: -0.694 -3.857 1.985
H: -0.592 -2.969 0.558
H: -0.869 -4.884 -0.528
H: -0.295 -5.794 0.816

Maximum force, eV/A: 5.237
Orbital gap, eV: 6.86
HOMO level, eV: -14.19
Lowest unoccupied orbital energy, Ha: -0.269
2S+1: 1
Total charge: +2
E_tot, a.u.: -4665.65706

---

C13H34FINO7PSi2 | wB97M-V/def2-TZVPD

Element x y z (Å)
C: 2.429 -2.905 2.489
C: 0.983 -2.275 2.041
Si: 1.108 -0.412 1.433
O: 2.073 0.599 2.498
Si: 3.771 0.622 2.046
P: 4.765 2.576 2.290
O: 3.779 3.858 1.557
I: 6.832 2.363 0.902
C: -0.750 0.215 1.395
O: -1.755 -0.656 1.680
N: -1.166 1.639 1.098
C: -2.500 1.807 1.854
O: -3.707 1.687 1.277
F: -2.398 2.094 3.304
H: 3.142 -2.879 1.557
H: 2.825 -2.231 3.391
H: 2.265 -3.973 2.940
H: 0.479 -2.850 1.128
H: 0.178 -2.249 2.911
H: 1.541 -0.389 0.023
H: 4.060 0.099 0.712
H: 4.460 -0.298 2.989
H: 4.482 4.518 1.233
H: -1.382 1.795 0.087
C: -4.333 2.281 -3.323
C: -3.912 3.269 -2.247
C: -4.810 4.496 -2.239
O: -2.564 3.673 -2.478
H: -4.264 2.733 -4.319
H: -3.670 1.409 -3.325
H: -5.360 1.939 -3.164
H: -3.945 2.782 -1.266
H: -4.758 5.026 -3.197
H: -4.488 5.204 -1.468
H: -5.852 4.221 -2.048
H: -2.525 4.106 -3.347
C: -4.586 -2.466 2.889
C: -4.385 -3.824 2.236
C: -5.234 -3.967 0.983
O: -4.732 -4.850 3.162
H: -5.630 -2.329 3.195
H: -3.978 -2.381 3.796
H: -4.312 -1.655 2.207
H: -3.328 -3.956 1.981
H: -6.301 -3.883 1.220
H: -5.089 -4.954 0.530
H: -4.980 -3.201 0.243
H: -5.670 -4.740 3.394
C: 4.989 0.427 -3.426
C: 6.221 0.177 -2.570
C: 7.295 -0.567 -3.348
O: 5.853 -0.588 -1.425
H: 4.545 -0.518 -3.758
H: 4.220 0.952 -2.849
H: 5.236 1.026 -4.307
H: 6.620 1.132 -2.212
H: 6.932 -1.546 -3.678
H: 8.170 -0.750 -2.716
H: 7.611 0.003 -4.227
H: 5.497 -1.437 -1.733

Maximum force, eV/A: 9.760
Orbital gap, eV: 7.78
HOMO level, eV: -8.70
Lowest unoccupied orbital energy, Ha: -0.034
2S+1: 1
Total charge: 0
E_tot, a.u.: -2415.00455

---

C13H34N2NaO4 | wB97M-V/def2-TZVPD

Element x y z (Å)
Na: -0.184 0.187 0.316
C: 0.305 -0.724 -3.262
C: 1.510 -1.305 -2.586
C: 2.749 -0.498 -2.880
O: 1.257 -1.290 -1.158
H: 0.454 -0.781 -4.343
H: 0.085 0.308 -2.986
H: -0.589 -1.320 -3.058
H: 1.647 -2.329 -2.938
H: 2.905 -0.324 -3.944
H: 3.645 -0.920 -2.424
H: 2.643 0.512 -2.462
H: 1.759 -2.011 -0.768
C: -3.337 -1.367 -3.458
O: -3.193 -1.874 -2.150
C: -3.340 -0.895 -1.152
C: -3.168 -1.546 0.198
N: -1.753 -1.686 0.561
C: -1.670 -2.231 1.960
C: -0.245 -2.322 2.452
O: 0.337 -1.049 2.398
C: 1.725 -1.073 2.708
H: -2.964 -0.346 -3.565
H: -4.396 -1.370 -3.752
H: -2.821 -2.049 -4.131
H: -4.338 -0.426 -1.214
H: -2.649 -0.051 -1.322
H: -3.711 -2.493 0.144
H: -3.656 -0.884 0.917
H: -1.430 -2.529 0.082
H: -2.151 -3.216 2.021
H: -2.271 -1.624 2.646
H: 0.298 -3.022 1.790
H: -0.211 -2.748 3.459
H: 1.900 -1.619 3.637
H: 2.042 -0.043 2.848
H: 2.283 -1.542 1.891
C: 3.006 3.514 0.468
C: 1.837 2.571 0.710
C: 1.065 2.963 1.950
O: -0.075 2.157 2.100
C: -0.757 2.434 3.323
N: 0.970 2.424 -0.503
H: 2.706 4.550 0.311
H: 3.567 3.187 -0.413
H: 3.752 3.484 1.267
H: 2.260 1.569 0.861
H: 0.758 4.016 1.867
H: 1.754 2.850 2.796
H: -0.073 2.871 4.058
H: -1.182 1.516 3.713
H: -1.499 3.221 3.155
H: 0.862 3.289 -1.026
H: 1.585 1.881 -1.110

Maximum force, eV/A: 1.880
Orbital gap, eV: 10.19
HOMO level, eV: -12.43
Lowest unoccupied orbital energy, Ha: -0.082
2S+1: 1
Total charge: +1
E_tot, a.u.: -1088.30011

---

C13H35N2NbO2S2 | wB97M-V/def2-TZVPD

Element x y z (Å)
O: 8.275 -7.019 3.640
C: 7.865 -6.071 2.865
O: 8.774 -5.220 2.231
Nb: 5.616 -5.928 2.566
S: 5.278 -8.359 3.101
S: 3.097 -5.503 2.434
H: 5.479 -5.553 4.355
H: 5.831 -4.142 2.178
H: 5.703 -6.225 0.767
H: 5.012 -9.089 1.951
H: 2.705 -5.368 3.767
C: 2.707 -2.127 1.336
C: 1.775 -0.937 1.127
N: 0.526 -1.289 0.460
C: -0.224 -0.132 -0.015
C: -0.755 0.847 1.031
C: -0.272 -2.334 1.094
C: -0.705 -2.117 2.543
H: 2.894 -2.651 0.395
H: 3.670 -1.782 1.722
H: 2.303 -2.839 2.057
H: 2.315 -0.213 0.506
H: 1.600 -0.450 2.095
H: -1.060 -0.473 -0.636
H: 0.423 0.427 -0.702
H: -1.609 0.436 1.574
H: -1.103 1.759 0.535
H: 0.011 1.143 1.751
H: 0.296 -3.269 1.049
H: -1.162 -2.532 0.486
H: 0.113 -1.772 3.178
H: -1.060 -3.064 2.963
H: -1.531 -1.407 2.620
C: -4.325 5.651 -4.390
C: -4.241 4.351 -3.597
N: -2.881 3.989 -3.219
C: -2.760 2.614 -2.739
C: -3.494 2.246 -1.451
C: -2.134 4.984 -2.458
C: -2.737 5.472 -1.141
H: -3.665 5.623 -5.263
H: -5.348 5.801 -4.750
H: -4.062 6.519 -3.781
H: -4.653 3.561 -4.234
H: -4.902 4.425 -2.724
H: -1.699 2.363 -2.625
H: -3.117 1.949 -3.534
H: -3.002 2.665 -0.572
H: -3.492 1.159 -1.328
H: -4.537 2.569 -1.461
H: -1.979 5.858 -3.101
H: -1.123 4.611 -2.266
H: -3.797 5.722 -1.231
H: -2.219 6.380 -0.817
H: -2.619 4.739 -0.343

Maximum force, eV/A: 5.485
Orbital gap, eV: 3.28
HOMO level, eV: -0.30
Lowest unoccupied orbital energy, Ha: 0.110
2S+1: 1
Total charge: -2
E_tot, a.u.: -1629.44642

---

C13H35N9O20 | wB97M-V/def2-TZVPD

Element x y z (Å)
C: -7.346 -0.782 -2.604
N: -8.431 -1.803 -2.733
O: -9.093 -1.822 -3.740
O: -8.599 -2.575 -1.820
H: -6.568 -1.054 -1.890
H: -7.905 0.137 -2.426
H: -6.880 -0.660 -3.582
C: 0.155 -7.285 -5.892
N: 0.765 -5.932 -6.120
O: 0.446 -5.259 -7.073
O: 1.666 -5.669 -5.324
H: 0.204 -7.818 -6.841
H: -0.894 -7.238 -5.598
H: 0.739 -7.877 -5.187
C: 4.867 -2.023 6.385
N: 6.009 -1.469 5.675
O: 6.184 -1.767 4.486
O: 6.584 -0.553 6.211
H: 4.359 -2.713 5.713
H: 4.203 -1.222 6.712
H: 5.294 -2.662 7.158
C: -6.875 -4.533 -8.219
N: -5.928 -4.077 -7.208
O: -5.977 -4.757 -6.199
O: -5.185 -3.138 -7.430
H: -6.505 -4.179 -9.181
H: -7.930 -4.268 -8.151
H: -6.777 -5.617 -8.170
C: 6.247 -1.461 -7.888
N: 7.295 -0.810 -8.782
O: 7.850 -1.452 -9.618
O: 7.441 0.358 -8.650
H: 5.975 -2.450 -8.256
H: 5.336 -0.864 -7.846
H: 6.719 -1.539 -6.909
C: 2.261 7.402 -3.666
N: 1.044 7.625 -2.903
O: 0.157 6.771 -2.917
O: 0.981 8.656 -2.256
H: 2.772 6.493 -3.349
H: 2.932 8.261 -3.668
H: 1.889 7.281 -4.683
C: -2.406 3.895 10.395
N: -0.977 3.571 10.740
O: -0.595 2.460 10.426
O: -0.307 4.443 11.288
H: -2.553 3.417 9.426
H: -2.385 4.981 10.479
H: -3.011 3.447 11.184
C: -2.282 -3.202 7.737
N: -2.481 -4.680 7.727
O: -2.022 -5.378 6.826
O: -3.242 -5.119 8.503
H: -1.244 -2.977 7.984
H: -2.889 -2.776 8.536
H: -2.594 -2.948 6.724
C: 5.108 4.711 3.318
N: 5.577 6.088 3.055
O: 5.657 6.500 1.926
O: 5.910 6.800 4.017
H: 5.646 4.503 4.242
H: 5.267 4.080 2.443
H: 4.041 4.916 3.412
O: 0.126 0.362 2.195
C: -0.438 1.316 1.675
O: -0.567 1.377 0.346
C: 0.015 0.416 -0.524
C: -0.585 0.735 -1.952
C: -1.094 2.475 2.399
H: -0.290 -0.614 -0.340
H: 1.073 0.679 -0.501
H: 0.016 0.259 -2.727
H: -0.616 1.783 -2.249
H: -1.623 0.528 -2.213
H: -0.561 2.620 3.339
H: -2.120 2.206 2.649
H: -1.039 3.468 1.954

Maximum force, eV/A: 3.757
Orbital gap, eV: 10.48
HOMO level, eV: -10.58
SMILES: C[N+](=O)[O-].C[N+](=O)[O-].C[N+](=O)[O-].C[N+](=O)[O-].C[N+](=O)[O-].C[N+](=O)[O-].C[N+](=O)[O-].C[N+](=O)[O-].C[N+](=O)[O-].CCOC(C)=O
Lowest unoccupied orbital energy, Ha: -0.004
2S+1: 1
Total charge: 0
E_tot, a.u.: -2512.98180

---

C13H36NO15S4 | wB97M-V/def2-TZVPD

Element x y z (Å)
N: 0.456 -0.217 -0.811
H: 0.711 -1.107 -1.216
H: 1.005 -0.135 0.033
H: -0.548 -0.111 -0.771
H: 0.840 0.557 -1.332
C: 2.270 1.766 -2.466
O: 2.897 1.531 -1.434
O: 2.937 2.227 -3.394
O: 1.024 1.707 -2.491
O: 2.146 -3.385 -3.996
S: 2.577 -2.958 -2.646
O: 1.566 -2.601 -1.681
O: 3.560 -4.158 -1.948
C: 3.495 -4.313 -0.541
C: 4.341 -5.492 -0.154
C: 3.808 -1.570 -2.868
H: 2.469 -4.445 -0.195
H: 3.961 -3.493 0.005
H: 4.084 -5.677 0.889
H: 5.423 -5.364 -0.174
H: 4.170 -6.469 -0.606
H: 4.568 -2.075 -3.465
H: 4.096 -1.257 -1.865
H: 3.268 -0.787 -3.400
O: 0.325 -3.442 2.657
S: 0.803 -2.143 2.264
O: 1.805 -1.881 1.210
O: -0.511 -1.207 1.902
C: -1.650 -1.167 2.699
C: -2.836 -0.538 1.942
C: 1.343 -1.206 3.775
H: -1.483 -0.523 3.563
H: -1.854 -2.174 3.064
H: -3.659 -0.442 2.651
H: -3.072 -1.142 1.066
H: -2.522 0.466 1.656
H: 0.557 -1.257 4.529
H: 1.547 -0.169 3.506
H: 2.278 -1.672 4.084
O: 2.322 2.074 3.375
S: 1.453 2.415 2.325
O: 0.830 1.418 1.443
O: 0.221 3.376 2.865
C: -0.787 2.724 3.650
C: -2.142 3.353 3.410
C: 2.122 3.727 1.209
H: -0.555 2.705 4.715
H: -0.957 1.726 3.246
H: -2.260 3.475 2.333
H: -2.152 4.355 3.837
H: -2.844 2.779 4.015
H: 2.864 3.232 0.583
H: 2.493 4.448 1.937
H: 1.261 4.201 0.739
O: -4.546 0.221 -0.933
S: -3.263 0.422 -1.596
O: -2.206 -0.546 -1.417
O: -3.531 0.539 -3.248
C: -4.448 1.518 -3.638
C: -5.111 1.137 -5.002
C: -2.538 2.145 -1.277
H: -3.938 2.476 -3.747
H: -5.234 1.761 -2.923
H: -5.858 0.345 -4.958
H: -4.398 0.900 -5.792
H: -5.648 1.967 -5.462
H: -1.458 2.106 -1.421
H: -2.930 2.471 -0.313
H: -2.958 2.847 -1.997

Maximum force, eV/A: 5.530
Orbital gap (spin up / spin down), eV: 9.63 / 8.42
HOMO level (spin up / spin down), eV: -9.42 / -9.41
Lowest unoccupied orbital energy (spin up / spin down), Ha: 0.008 / -0.036
2S+1: 2
Total charge: 0
E_tot, a.u.: -3292.88867